{
  "formula": "C6H8Cl2InIrN2O3S",
  "method": "wB97M-V/def2-TZVPD",
  "elements": ["In", "Ir", "Cl", "Cl", "C", "C", "C", "O", "O", "O", "C", "N", "C", "S", "N", "C", "H", "H", "H", "H", "H", "H", "H", "H"],
  "positions_angstrom": [[4.2521, -2.1474, -5.6565], [0.3534, 0.4778, 0.1197], [3.0422, -4.1230, -5.2780], [0.2119, 2.3777, -1.0569], [0.8405, 1.2561, 1.7166], [5.7397, -3.4333, -7.1836], [5.8620, -0.5214, -6.2977], [1.0258, 1.8623, 2.6814], [6.3878, -4.0763, -7.8516], [6.6326, 0.2939, -6.5804], [-2.7196, -0.3480, 3.9760], [-1.9644, -0.6260, 2.7626], [-2.0709, -0.0728, 1.5698], [-1.2566, -0.8658, 0.1780], [-2.7510, 1.0609, 1.3647], [-2.6688, 2.2520, 2.2220], [-3.4842, 0.3846, 3.7501], [-2.0429, 0.0211, 4.7532], [-3.1750, -1.2729, 4.3423], [-1.3385, -1.4179, 2.7881], [-2.8471, 1.2800, 0.3762], [-2.1492, 3.0925, 1.7414], [-3.7056, 2.5453, 2.4032], [-2.1741, 2.0007, 3.1591]],
  "mulliken_spin": [0.00, 2.10, 0.00, 0.72, 0.27, 0.00, 0.00, 0.08, 0.00, 0.00, 0.00, 0.05, -0.04, 0.76, 0.04, 0.01, 0.00, 0.00, 0.00, 0.00, 0.01, 0.00, 0.00, 0.00],
  "total_charge": 4,
  "spin_multiplicity": 5,
  "de_lowest_kcal_mol": 0.00,
  "s2": 6.02,
  "homo_ev": [-20.79, -21.22],
  "gap_ev": [4.07, 4.50],
  "e_lumo_ev": [-16.723, -16.723]
}